Record 1
C10H13O2 | wB97M-V/def2-TZVPD

Results
HOMO energy ... -4.21 eV
Relative energy (zero: lowest compared OMol25 entry of this formula, charge and spin) ... 2.045 eV
DFT total energy ... -539.31691 a.u.
Frontier orbital gap ... 7.50 eV
Total charge ... -1

Structure (XYZ):
```
25
Properties=species:S:1:pos:R:3:forces:R:3
C -0.1946 -1.7939 2.3943 -1.174 -1.967 0.522
C 0.9925 -1.0110 2.8697 -1.231 -1.451 1.415
O 1.3656 -0.1687 2.0745 1.583 2.373 -1.676
O 1.4206 -1.3363 3.9781 0.939 0.062 1.239
H -1.1371 -1.7006 3.0170 1.166 -0.115 -0.651
H 0.1120 -2.8634 2.3024 -0.408 0.491 0.492
H -0.3379 -1.4949 1.3958 -0.854 0.094 -0.831
C 1.5059 0.8868 -0.8646 -0.181 -0.833 2.571
C 2.0257 -0.6087 -1.2192 1.991 3.490 -3.560
C 0.0906 0.9411 -1.2999 -3.210 0.843 -0.619
C -0.8264 0.0969 -0.6020 0.208 -0.002 0.018
C -0.5614 1.7672 -2.2836 2.460 0.570 -0.970
C -2.1765 0.0035 -0.9698 3.414 1.452 -2.239
C -1.8583 1.5427 -2.7511 0.111 -0.221 -0.059
C -2.6258 0.5738 -2.1480 -1.632 0.375 0.388
H 1.3537 0.7858 0.2973 0.809 0.514 -1.889
H 2.1468 1.8338 -1.0358 -0.845 -1.936 -0.320
H 2.9802 -0.3989 -1.9715 -2.295 -1.268 1.903
H -0.4626 -0.5358 0.2474 -0.328 1.186 -1.119
H 0.0664 2.5504 -2.8560 -0.934 -1.260 1.084
H -2.7749 -0.5952 -0.4528 -2.466 -2.554 2.225
H -2.3397 2.0556 -3.5859 0.692 0.235 0.129
H -3.6688 0.3875 -2.5093 1.010 0.146 0.391
H 1.2806 -1.2648 -1.6692 -0.102 0.592 -0.595
H 2.2616 -1.1099 -0.3548 1.278 -0.818 2.150
```
Positions in Å, forces in eV/Å.

***

Record 2
C10H13O2 | wB97M-V/def2-TZVPD

Results
HOMO energy ... -3.69 eV
Relative energy (zero: lowest compared OMol25 entry of this formula, charge and spin) ... 1.081 eV
DFT total energy ... -539.35236 a.u.
Frontier orbital gap ... 6.95 eV
Total charge ... -1

Structure (XYZ):
```
25
Properties=species:S:1:pos:R:3:forces:R:3
C -0.9797 -2.9911 0.3156 -0.998 -0.668 -0.186
C -1.7833 -1.7429 0.7374 2.383 0.338 1.571
C -0.3454 -3.0329 -1.0844 -1.147 -0.225 -2.522
O -1.1650 -3.4967 -1.9455 0.279 0.260 0.560
O 0.8125 -2.6600 -1.3881 0.110 0.355 1.415
H -0.2606 -3.4415 1.0083 -0.174 0.697 0.507
H -1.8300 -3.6741 0.2242 0.564 -0.641 -0.062
H -2.3983 -1.3594 -0.0535 -0.417 -0.063 -0.308
H -1.0897 -0.9588 1.0953 -0.252 0.131 -0.479
H -2.3437 -1.9604 1.6546 -0.372 -0.143 -0.384
C -0.9341 1.0720 -1.3549 0.510 -1.114 -1.402
C 1.2376 0.7089 -0.2932 1.553 0.863 0.697
C 0.1720 1.5846 -0.4577 -1.319 -0.790 -0.341
C 2.3080 1.0399 0.5612 -0.539 -1.019 -0.199
C 2.3566 2.2589 1.2297 -0.761 -0.466 -0.209
C 0.1666 2.7548 0.2589 0.966 1.577 0.768
C 1.2367 3.0699 1.1030 0.623 0.303 -0.165
H 1.3939 -0.1606 -0.9094 -0.681 -0.580 0.103
H 2.9902 0.2028 0.7560 0.310 0.746 -0.274
H -0.3978 0.8212 -2.2953 -0.525 -0.024 0.244
H -1.8147 1.6307 -1.6690 0.283 0.786 0.541
H 3.2225 2.5748 1.7898 -0.008 -0.106 0.313
H -0.4524 3.6428 0.1213 -0.815 -0.856 -0.201
H 1.2322 4.0232 1.6204 -0.061 0.064 -0.078
H -1.3342 0.0937 -1.0247 0.487 0.575 0.090
```
Positions in Å, forces in eV/Å.

***

Record 3
C10H13O3 | wB97M-V/def2-TZVPD

Results
HOMO energy ... -4.16 eV
Relative energy (zero: lowest compared OMol25 entry of this formula, charge and spin) ... 0.444 eV
DFT total energy ... -614.64497 a.u.
Frontier orbital gap ... 7.53 eV
Total charge ... -1

Structure (XYZ):
```
26
Properties=species:S:1:pos:R:3:forces:R:3
C 2.7324 0.0101 -1.7061 0.834 0.244 -1.094
C 4.1658 0.4719 -1.9927 -0.750 0.794 -0.411
C 2.6654 -1.4291 -1.2290 -1.399 0.126 1.935
O 3.5594 -1.9266 -0.5542 0.794 -0.005 -0.750
O 1.4829 -1.9572 -1.2890 -0.157 -0.121 -0.700
H 2.2317 0.6141 -0.9570 0.049 0.085 0.321
H 2.1383 0.1675 -2.6090 -0.118 -0.274 0.042
H 4.5700 -0.1096 -2.8223 0.339 -0.269 0.384
H 4.7598 0.4601 -1.0941 0.465 -0.415 0.103
H 4.1829 1.5091 -2.3647 -0.195 -0.109 0.172
C -3.2688 0.9510 3.0556 1.594 -1.115 0.121
C -1.1365 -0.2850 -0.5180 -0.002 -0.332 0.746
C -0.8703 -0.9166 0.7188 0.392 -0.093 -0.116
C -2.3357 0.4393 -0.5678 -0.210 0.254 -0.478
C -1.5395 -0.5297 1.8678 0.176 0.539 0.372
C -3.0862 0.7081 0.5659 0.451 -0.041 -0.150
C -2.6334 0.3224 1.8283 -0.705 0.495 -0.340
O -0.3067 -0.3266 -1.5285 -0.102 -0.524 -0.626
H 0.5490 -1.1502 -1.4726 -0.013 0.260 0.233
H -0.0759 -1.6568 0.7586 0.184 0.328 0.078
H -2.6396 0.8399 -1.5319 0.001 -0.029 0.073
H -1.0934 -0.7080 2.8473 -0.194 -0.617 -0.137
H -3.9883 1.2975 0.4435 -0.044 0.082 0.167
H -2.5936 1.7327 3.4267 -0.650 0.625 -0.366
H -3.1759 0.2489 3.8863 -0.676 -0.286 0.059
H -4.2936 1.2229 2.8379 -0.063 0.397 0.363
```
Positions in Å, forces in eV/Å.

***

Record 4
C10H13O3 | wB97M-V/def2-TZVPD

Results
HOMO energy ... -4.25 eV
Relative energy (zero: lowest compared OMol25 entry of this formula, charge and spin) ... 1.606 eV
DFT total energy ... -614.60227 a.u.
Frontier orbital gap ... 7.70 eV
Total charge ... -1

Structure (XYZ):
```
26
Properties=species:S:1:pos:R:3:forces:R:3
C 1.7562 2.8019 -1.8968 0.229 0.866 0.941
C 0.5169 2.7939 -2.7926 0.453 0.661 -1.135
C 1.4023 2.0183 -0.6106 0.547 0.865 1.129
O 2.3758 1.3877 -0.0965 0.598 -0.512 -0.441
O 0.2857 2.1575 -0.0918 -0.065 -0.116 -0.582
H 2.7347 2.4329 -2.2501 -0.787 -0.211 -0.440
H 2.0283 3.8608 -1.5652 -0.615 -1.179 -0.258
H -0.3214 2.4063 -2.2494 -0.227 -0.976 0.284
H 0.6601 2.3053 -3.7838 -0.168 0.255 0.713
H 0.1330 3.7993 -2.9444 0.358 0.407 -0.539
C -3.6032 -1.9824 0.6376 -1.041 1.121 0.379
C -1.3618 -2.3072 1.8100 0.959 1.239 -0.042
C -2.1236 -1.8566 0.7385 -0.213 -0.871 -0.481
C 0.0141 -2.0142 1.8909 -2.725 0.839 -1.559
C -1.4649 -1.4801 -0.4275 1.849 0.940 0.797
C 0.5043 -1.1159 0.8963 2.154 -1.144 1.998
C -0.1448 -0.9744 -0.3085 -1.421 -0.679 -1.298
O 1.7164 -0.6412 1.2320 0.380 0.269 -0.804
H -1.9130 -2.7309 2.6175 -0.055 -0.517 0.709
H 0.5801 -2.3042 2.7378 0.642 -0.006 0.506
H -3.9480 -2.9907 0.7180 -0.386 -0.876 -0.946
H -3.8764 -1.3376 -0.1950 -0.274 -1.087 -1.073
H -1.8962 -1.6157 -1.4100 -0.420 0.634 0.026
H 0.3148 -0.5343 -1.1976 0.092 -0.064 0.562
H 2.1038 0.1154 0.6219 -0.984 -0.054 0.415
H -4.3328 -1.4858 1.3008 1.121 0.195 1.135
```
Positions in Å, forces in eV/Å.

***

Record 5
C10H13OS | wB97M-V/def2-TZVPD

Results
HOMO energy ... -13.70 eV
Relative energy (zero: lowest compared OMol25 entry of this formula, charge and spin) ... 0.000 eV
DFT total energy ... -861.98287 a.u.
Frontier orbital gap ... 10.11 eV
Total charge ... +1

Structure (XYZ):
```
25
Properties=species:S:1:pos:R:3:forces:R:3
C -3.3525 0.8275 1.3406 0.121 0.037 -0.064
C -2.5191 -0.2563 1.5798 0.112 -0.057 -0.028
C -2.9220 1.8892 0.5572 0.038 -0.130 0.054
C -1.2466 -0.2883 1.0336 -0.090 -0.045 0.038
C -1.6577 1.8644 -0.0079 0.278 0.195 -0.231
C -0.8432 0.7719 0.2395 0.603 -0.372 -0.112
C 2.3313 -1.4501 0.0413 0.148 -0.275 -0.243
C 2.1451 -1.3699 -1.4796 0.159 -0.094 0.118
C 2.2213 -0.0615 0.6070 -1.828 0.389 -0.887
C 0.8430 -0.6393 -1.7732 -0.044 0.076 0.569
O 1.1294 1.9840 -1.0871 0.243 0.967 -0.404
S 0.7760 0.7135 -0.5405 0.704 -1.266 0.959
H -4.3404 0.8404 1.7714 -0.119 0.030 0.047
H -2.8604 -1.0772 2.1889 -0.014 -0.083 0.093
H -3.5683 2.7345 0.3849 -0.048 0.083 -0.049
H -0.5850 -1.1171 1.2255 0.061 -0.219 0.065
H -1.3015 2.6703 -0.6313 0.011 0.115 -0.030
H 1.5819 -2.1166 0.4699 0.010 -0.003 0.090
H 3.3154 -1.8645 0.2665 -0.045 0.000 0.085
H 2.9817 -0.8283 -1.9218 0.020 -0.020 -0.064
H 2.1191 -2.3690 -1.9138 0.011 0.071 -0.054
H 1.9075 0.0223 1.6394 -0.069 0.090 0.121
H 3.0654 0.5786 0.3813 0.003 0.288 -0.128
H 0.8106 -0.1942 -2.7632 -0.148 0.264 0.034
H -0.0310 -1.2644 -1.6086 -0.117 -0.041 0.024
```
Positions in Å, forces in eV/Å.

***

Record 6
C10H13P | wB97M-V/def2-TZVPD

Results
HOMO energy ... -7.95 eV
Relative energy (zero: lowest compared OMol25 entry of this formula, charge and spin) ... 1.697 eV
DFT total energy ... -730.04900 a.u.
Frontier orbital gap ... 8.68 eV
Total charge ... 0
Structure (SMILES) ... CC1=C/C=C\[C@@H]2P[C@]2(C)/C=C\1

Structure (XYZ):
```
24
Properties=species:S:1:pos:R:3:forces:R:3
C 2.5401 -1.1581 0.9872 -3.014 1.506 2.278
C 1.7077 -0.2160 0.0945 3.218 -1.474 0.791
C 1.7229 1.0252 0.5041 -1.710 1.779 0.058
C 0.9467 2.0616 -0.1553 0.783 1.347 -0.376
C -0.3484 2.0855 -0.3484 -1.534 0.105 -1.057
C -1.3222 1.0540 0.1472 0.273 0.815 -0.947
P -0.8738 0.0298 1.5775 1.715 -0.599 -0.386
C -1.2522 -0.3857 -0.3501 -2.773 1.426 4.451
C -2.5981 -1.0943 -0.5781 0.625 3.941 0.213
C -0.2254 -0.9070 -1.1292 0.783 -1.152 -2.541
C 1.0925 -0.8235 -1.0777 -0.339 0.368 -0.532
H 1.9663 -2.0906 0.9434 0.514 -0.196 0.721
H 2.5059 -0.6125 2.0648 0.157 -1.876 -2.276
H 3.5425 -1.3045 0.7288 1.462 -0.188 -0.723
H 2.0263 1.3366 1.4967 0.773 -0.385 -0.062
H 1.4349 2.9893 -0.4331 0.491 -0.116 -0.258
H -0.7614 2.9053 -1.0043 0.278 -0.799 1.070
H -2.2931 1.5379 0.2392 -0.213 -0.599 -0.245
H -2.1228 -0.1134 2.0792 -1.677 -0.297 0.152
H -2.3930 -2.0662 -0.7829 0.125 -3.002 -0.577
H -2.9843 -0.5499 -1.4462 -0.572 -0.515 -0.061
H -3.2304 -0.9617 0.2820 -0.446 -0.102 0.075
H -0.7195 -1.4685 -1.9302 0.794 -0.050 -0.317
H 1.6388 -1.2735 -1.9090 0.287 0.065 0.552
```
Positions in Å, forces in eV/Å.

***

Record 7
C10H14BCdN7O2 | wB97M-V/def2-TZVPD

Results
HOMO energy (alpha / beta) ... -15.46 / -15.48 eV
Relative energy (zero: lowest compared OMol25 entry of this formula, charge and spin) ... 0.000 eV
DFT total energy ... -1115.04086 a.u.
Frontier orbital gap (alpha / beta) ... 4.63 / 4.79 eV
Total charge ... +2

Structure (XYZ):
```
35
Properties=species:S:1:pos:R:3:forces:R:3
C 0.9261 -1.3324 -2.7484 -0.416 0.453 -1.274
N 0.1696 -0.4104 -2.1317 0.579 -0.222 -1.681
N -0.5335 0.3013 -3.0814 -0.140 -0.064 1.345
C -0.2457 -0.1881 -4.3155 0.856 -0.836 1.089
C 0.7097 -1.2529 -4.1507 -1.049 1.393 1.137
B -1.5051 1.4788 -2.6110 -1.204 -0.732 -0.635
N -2.5408 1.1160 -1.4699 0.858 -0.942 0.013
N -2.1365 0.4168 -0.3597 -0.042 0.230 0.670
C -3.2089 0.2252 0.4348 -0.222 0.538 -1.376
C -4.3473 0.7525 -0.2122 0.515 0.237 -0.310
C -3.8839 1.3071 -1.4146 0.353 -0.472 0.696
Cd 0.0375 -0.3135 -0.0963 -1.169 0.588 -0.395
N -0.6880 2.7274 -2.1443 -0.580 2.296 -1.995
N 0.0861 2.6860 -1.0200 2.276 2.421 0.904
C 0.7329 3.8755 -0.9612 -0.741 -1.585 0.189
C 0.2898 4.7179 -2.0172 0.997 0.565 0.932
C -0.6227 3.9451 -2.7337 -1.715 -3.627 -0.185
H 1.4797 4.1522 -0.2239 -0.307 -0.383 0.060
H -1.2317 4.1568 -3.6025 0.165 0.073 0.025
H 0.5802 5.7289 -2.2422 0.092 0.138 0.062
H -2.1424 1.8002 -3.5772 0.189 0.119 0.114
H -4.3886 1.7985 -2.2439 0.037 -0.151 0.400
H -0.7660 0.2724 -5.1708 0.591 -0.562 0.421
H -5.3597 0.7264 0.1538 0.007 0.066 -0.083
H 1.1774 -1.8624 -4.8943 -0.023 -0.066 -0.298
H -3.1367 -0.2724 1.4055 -0.012 0.131 -0.522
H 1.5793 -1.9631 -2.1241 -0.396 0.208 -0.767
H 0.0731 1.4455 1.1722 -0.180 -0.341 0.136
C -0.0175 0.7297 2.0167 -0.329 -0.623 -1.518
H -1.0078 0.8686 2.4064 -0.041 0.349 0.859
H -0.0150 -0.4052 1.8307 0.105 0.496 0.327
H 0.8818 0.8629 2.5388 0.697 0.310 1.605
O 2.7455 -0.9451 0.1512 2.679 3.610 -0.703
N 3.1144 0.2422 -0.1154 -6.229 -2.561 0.217
O 2.2426 1.0934 -0.3705 3.799 -1.055 0.544
```
Positions in Å, forces in eV/Å.

***

Record 8
C10H14BClCuN6O4 | wB97M-V/def2-TZVPD

Results
HOMO energy (alpha / beta) ... -8.79 / -8.79 eV
Multiplicity ... 2
Relative energy (zero: lowest compared OMol25 entry of this formula, charge and spin) ... 1.475 eV
DFT total energy ... -3144.13486 a.u.
Frontier orbital gap (alpha / beta) ... 8.82 / 7.51 eV
Total charge ... 0

Structure (XYZ):
```
37
Properties=species:S:1:pos:R:3:forces:R:3
H -0.7037 2.5423 1.9781 -0.103 -0.357 0.009
N -0.2569 1.3753 0.2446 0.661 0.716 0.082
B 0.6813 0.5204 -1.9439 -0.910 1.353 0.967
N 0.4633 1.6610 -0.8828 -0.424 0.303 -0.022
C 0.8644 2.9665 -0.8726 -0.169 -0.311 0.889
Cu -1.0950 -1.0921 0.7343 0.004 1.380 4.407
H 1.4585 3.3863 -1.6785 -0.209 -0.121 0.173
C 0.4354 3.5200 0.3360 0.097 -0.660 -0.586
H 0.5770 4.5233 0.6898 0.090 0.120 -0.032
C -0.2382 2.4737 1.0113 0.385 0.133 -1.702
H 1.0051 0.9859 -2.9843 0.126 -0.209 -0.281
C -2.3792 -1.7369 2.0650 -0.615 -2.204 0.314
H -2.6482 -0.9988 2.8009 -0.164 0.462 -0.226
H -1.7535 -2.4862 2.5763 0.230 0.297 -0.125
H -3.2116 -2.3284 1.6734 -0.176 0.455 -0.229
N -0.7477 -0.1806 -2.0513 -0.806 -1.036 0.713
N 1.7452 -0.4417 -1.3216 0.186 -1.290 0.652
N -1.4775 -0.7586 -0.9688 -1.075 0.990 -4.537
N 1.2698 -0.9961 -0.1616 0.360 0.531 -1.789
C -1.5955 -0.0423 -3.0943 -0.453 -0.841 1.663
C 3.0198 -0.8465 -1.4468 -1.148 0.256 0.902
H -1.2600 0.3856 -4.0035 0.227 0.244 -0.574
H 3.5811 -0.5124 -2.2906 0.389 0.065 -0.190
C -2.8557 -0.5097 -2.7209 0.500 0.446 0.178
C 3.3512 -1.6340 -0.3250 -0.133 0.456 -0.265
C -2.7574 -0.8873 -1.3814 1.181 0.114 -0.455
C 2.2068 -1.7029 0.4580 0.397 -0.286 -0.044
H -3.7314 -0.5372 -3.3195 -0.454 0.091 -0.344
H 4.3154 -2.0421 -0.1046 0.152 -0.093 0.073
H -3.5352 -1.1874 -0.6757 0.454 -0.153 -0.390
H 1.9747 -2.1146 1.4363 0.259 -0.170 -0.256
H 0.2746 -1.1759 -0.3444 0.655 -0.328 0.661
O 1.2580 -1.3546 3.4129 -0.549 0.638 -0.336
Cl 0.6460 -0.0364 3.3342 -0.508 1.232 -0.002
O 0.0898 0.3765 4.5936 0.771 -0.352 -0.334
O 1.5882 0.9436 2.8120 -0.690 -1.228 0.489
O -0.5589 -0.0579 2.4156 1.462 -0.641 0.548
```
Positions in Å, forces in eV/Å.

***

Repeat the third record exactly.
C10H13O3 | wB97M-V/def2-TZVPD

Results
HOMO energy ... -4.16 eV
Relative energy (zero: lowest compared OMol25 entry of this formula, charge and spin) ... 0.444 eV
DFT total energy ... -614.64497 a.u.
Frontier orbital gap ... 7.53 eV
Total charge ... -1

Structure (XYZ):
```
26
Properties=species:S:1:pos:R:3:forces:R:3
C 2.7324 0.0101 -1.7061 0.834 0.244 -1.094
C 4.1658 0.4719 -1.9927 -0.750 0.794 -0.411
C 2.6654 -1.4291 -1.2290 -1.399 0.126 1.935
O 3.5594 -1.9266 -0.5542 0.794 -0.005 -0.750
O 1.4829 -1.9572 -1.2890 -0.157 -0.121 -0.700
H 2.2317 0.6141 -0.9570 0.049 0.085 0.321
H 2.1383 0.1675 -2.6090 -0.118 -0.274 0.042
H 4.5700 -0.1096 -2.8223 0.339 -0.269 0.384
H 4.7598 0.4601 -1.0941 0.465 -0.415 0.103
H 4.1829 1.5091 -2.3647 -0.195 -0.109 0.172
C -3.2688 0.9510 3.0556 1.594 -1.115 0.121
C -1.1365 -0.2850 -0.5180 -0.002 -0.332 0.746
C -0.8703 -0.9166 0.7188 0.392 -0.093 -0.116
C -2.3357 0.4393 -0.5678 -0.210 0.254 -0.478
C -1.5395 -0.5297 1.8678 0.176 0.539 0.372
C -3.0862 0.7081 0.5659 0.451 -0.041 -0.150
C -2.6334 0.3224 1.8283 -0.705 0.495 -0.340
O -0.3067 -0.3266 -1.5285 -0.102 -0.524 -0.626
H 0.5490 -1.1502 -1.4726 -0.013 0.260 0.233
H -0.0759 -1.6568 0.7586 0.184 0.328 0.078
H -2.6396 0.8399 -1.5319 0.001 -0.029 0.073
H -1.0934 -0.7080 2.8473 -0.194 -0.617 -0.137
H -3.9883 1.2975 0.4435 -0.044 0.082 0.167
H -2.5936 1.7327 3.4267 -0.650 0.625 -0.366
H -3.1759 0.2489 3.8863 -0.676 -0.286 0.059
H -4.2936 1.2229 2.8379 -0.063 0.397 0.363
```
Positions in Å, forces in eV/Å.